one | Computed, not measured: an isolated molecule of C7H14N2, with wB97M-V/def2-TZVPD.

Computed properties:
**Structure (SMILES)**: CCCN1C=CN(C)C1
**Highest occupied orbital energy**: -6.7 eV

Geometry (Å):
1 C -0.6517 -2.2953 2.2689
2 C -1.3956 -2.1710 0.9200
3 C -1.4552 -0.7459 0.4914
4 C -0.2032 1.2911 -0.0150
5 C 1.0694 2.7617 -1.5258
6 C 1.4395 0.4008 -1.2737
7 C 0.7806 -0.6229 -0.6650
8 H -0.5992 -3.3514 2.5327
9 H -1.2256 -1.8290 3.0725
10 H 0.3714 -1.9075 2.2822
11 H -0.8622 -2.7422 0.1321
12 H -2.4377 -2.5472 0.9602
13 H -1.9758 -0.6874 -0.4950
14 H -2.0586 -0.1277 1.1512
15 H -0.2613 1.9375 0.8662
16 H -1.0402 1.5454 -0.6988
17 H 0.8119 3.6252 -0.8829
18 H 2.0595 2.8602 -1.9790
19 H 0.2890 2.7093 -2.3051
20 H 2.2593 0.4158 -1.9951
21 H 0.7847 -1.6393 -1.0318
22 N -0.1315 -0.1187 0.3026
23 N 1.0433 1.5512 -0.7046

Atom charges from the Mulliken analysis, given in e for atoms 1 to 8: C -1.107; C -0.428; C -0.785; C -0.698; C -1.006; C -0.318; C -0.636; H 0.361


two | Computed, not measured: a cluster of 2 separate species, C7H14N2 in total, with wB97M-V/def2-TZVPD.

Computed properties:
**Structure (SMILES)**: Cc1c[nH]cn1.CCC
**Highest occupied orbital energy**: -8.5 eV

Geometry (Å):
1 C 1.4541 1.4117 -0.1417
2 C 0.7984 -0.0652 1.8953
3 C 1.2629 1.0835 1.3017
4 C 1.3281 1.4587 3.4202
5 N 0.8453 0.1733 3.2411
6 N 1.5586 1.9994 2.2495
7 H 0.6565 -1.0529 1.4906
8 H 0.4251 -0.3796 3.9671
9 H 2.3911 1.0317 -0.5547
10 H 1.5068 2.4956 -0.2219
11 H 1.4178 1.7403 4.4545
12 H 0.6348 0.9799 -0.7176
13 C -0.7723 -1.0331 -1.6594
14 C -1.4087 -2.1059 -2.5383
15 C -1.6150 0.1999 -1.3220
16 H -0.4954 -1.5404 -0.7317
17 H 0.1036 -0.7296 -2.2378
18 H -1.7496 -1.7685 -3.5160
19 H -2.2315 -2.6297 -2.0364
20 H -2.6894 0.0296 -1.4185
21 H -1.4430 0.5379 -0.2984
22 H -0.6357 -2.8671 -2.6521
23 H -1.3425 1.0305 -1.9734

Atom charges from the Mulliken analysis, given in e for atoms 1 to 8: C -0.710; C -0.502; C 0.604; C -0.209; N -0.090; N -0.652; H 0.358; H 0.211


Which structure wins on stability? two wins.


one | Computed, not measured: a cluster of 2 separate species, C7H14N2 in total, with wB97M-V/def2-TZVPD.

Computed properties:
**Structure (SMILES)**: C1=NNCC1.C=C(C)C
**Highest occupied orbital energy**: -8.0 eV

Geometry (Å):
1 C 3.2064 0.4312 0.1959
2 C 1.8533 1.1719 0.1928
3 C 2.6480 -0.9559 0.2808
4 C -1.8019 -0.8225 0.8582
5 C -2.3238 1.4310 0.1934
6 C -2.2835 -0.4655 -1.5789
7 C -2.0683 -0.0239 -0.3520
8 N 1.2675 -0.8277 -0.1634
9 N 0.8495 0.4443 -0.1265
10 H 3.7526 0.4819 -0.7880
11 H 1.6885 2.2842 0.1948
12 H 3.1732 -1.5155 -0.4848
13 H 2.7261 -1.3383 1.2830
14 H -2.8274 -1.0291 1.3301
15 H -1.4690 -1.8457 0.4988
16 H -1.1552 -0.2573 1.5296
17 H -2.6968 1.3720 1.1988
18 H -2.8910 2.0253 -0.4349
19 H -1.2410 1.8465 0.1538
20 H -2.0818 -1.5033 -1.8844
21 H -2.9298 -0.0782 -2.3419
22 H 3.8946 0.6286 1.0013
23 H 0.7096 -1.4540 -0.7565

Atom charges from the Mulliken analysis, given in e for atoms 1 to 8: C -0.478; C -0.332; C -0.542; C -1.345; C -1.203; C -0.940; C 0.996; N -0.111


two | Computed, not measured: a structure of composition C7H14N2, with wB97M-V/def2-TZVPD.

Computed properties:
**Highest occupied orbital energy**: -8.7 eV

Geometry (Å):
1 C 1.7007 -0.6677 1.4949
2 C 1.2788 -0.5508 -0.0077
3 C 1.6833 -1.3170 -1.1405
4 C 0.6615 0.6518 -0.5323
5 C -0.9073 0.6403 -0.3603
6 C -2.0165 -0.4234 -0.9802
7 C -2.4408 -0.4333 0.5062
8 H 1.3958 -1.9355 1.8360
9 H 0.8158 -0.1360 2.1027
10 H 2.7566 -0.2721 1.5677
11 H 2.0445 -2.2841 -0.8470
12 H 1.8401 -1.2140 -2.1925
13 H 1.1314 0.0942 -1.5428
14 H 2.1811 2.2561 -0.4720
15 H 0.8486 2.2911 0.8410
16 H -1.2940 1.6649 -0.3873
17 H -2.7234 -0.2611 -1.7711
18 H -1.4504 -1.3605 -1.0692
19 H -3.3735 0.1640 0.8840
20 H -2.4541 -1.5939 1.0608
21 H -0.4882 -0.6459 0.8102
22 N 1.0871 2.0059 -0.1930
23 N -1.2282 0.2560 0.9501

Atom charges from the Mulliken analysis, given in e for atoms 1 to 8: C -0.869; C 0.248; C -1.334; C 0.775; C -0.522; C -0.641; C -0.330; H 0.261


three | Computed, not measured: a cluster of 2 separate species, C7H14N2 in total, with wB97M-V/def2-TZVPD.

Computed properties:
**Structure (SMILES)**: Cc1c[nH]cn1.CCC
**Highest occupied orbital energy**: -8.5 eV

Geometry (Å):
1 C -1.8381 -0.9545 -2.7811
2 C -1.6930 0.9060 0.3099
3 C -1.4407 -0.4191 -1.3962
4 C -0.6088 -0.9273 -0.4006
5 N -2.0165 0.7157 -0.9696
6 N -0.8532 -0.1087 0.6813
7 H -1.9329 1.8173 0.8312
8 H -0.5803 -0.2648 1.6389
9 H -0.1090 -1.8701 -0.3257
10 H -1.0010 -0.7277 -3.4639
11 H -2.6996 -0.3846 -3.0590
12 H -2.0302 -2.0059 -2.5566
13 C 2.3597 -0.0328 0.8940
14 C 2.5372 -0.6043 2.2811
15 C 2.2746 1.5005 0.7908
16 H 3.1819 -0.3620 0.2152
17 H 1.5109 -0.5394 0.3698
18 H 2.2484 -1.6649 2.4182
19 H 1.9369 1.7995 -0.2060
20 H 1.6179 1.8326 1.6013
21 H 3.3011 1.8754 0.9310
22 H 3.5995 -0.4852 2.6512
23 H 1.9277 -0.0226 2.9740

Atom charges from the Mulliken analysis, given in e for atoms 1 to 8: C -0.969; C -0.289; C 0.521; C -0.581; N -0.647; N 0.012; H 0.394; H 0.197


four | Computed, not measured: a cluster of 2 separate species, C7H14N2 in total, with wB97M-V/def2-TZVPD.

Computed properties:
**Structure (SMILES)**: Cc1c[nH]cn1.CCC
**Highest occupied orbital energy**: -8.5 eV

Geometry (Å):
1 C -3.1363 -0.4780 -1.3160
2 C -0.5267 -0.9511 -3.6879
3 C -1.9142 -0.9325 -2.0226
4 C -1.1905 -2.1114 -1.9319
5 N -1.4714 -0.2393 -3.1067
6 N -0.3271 -2.0904 -2.9715
7 H 0.1277 -0.6860 -4.4980
8 H 0.3097 -2.8497 -3.1425
9 H -1.2086 -2.8617 -1.1593
10 H -3.0813 -0.5863 -0.2352
11 H -4.0366 -0.9895 -1.6705
12 H -3.3434 0.5532 -1.6054
13 C 2.4135 1.1912 2.6505
14 C 1.2832 0.4488 3.3214
15 C 1.9304 2.2536 1.6478
16 H 3.1119 1.6522 3.3555
17 H 3.0057 0.5181 2.0283
18 H 0.6511 1.0668 3.9600
19 H 1.5202 3.2133 1.9650
20 H 1.4883 -0.4729 3.8640
21 H 0.6154 0.1156 2.5144
22 H 2.7094 2.4292 0.9097
23 H 1.0695 1.8070 1.1310

Atom charges from the Mulliken analysis, given in e for atoms 1 to 8: C -1.095; C -0.211; C 0.681; C -0.561; N -0.605; N -0.039; H 0.399; H 0.180


Which structure wins on stability? four wins.


one | Computed, not measured: the ion C5H14N3 with charge +1, with wB97M-V/def2-TZVPD.

Computed properties:
**Total charge**: +1
**Structure (SMILES)**: CC(C)(N)C/[NH+]=C/N
**Highest occupied orbital energy**: -13.2 eV

Geometry (Å):
1 C -0.1515 0.6426 -0.8553
2 C -0.9719 -1.4288 -1.6148
3 C 0.6327 0.5539 0.5616
4 C 1.7850 1.5169 0.4762
5 C -0.3459 1.0510 1.6505
6 N 0.9473 -0.8057 0.7163
7 N -1.7753 -2.4393 -1.4692
8 N -1.1447 -0.3382 -0.9438
9 H -0.6250 1.5810 -0.9525
10 H 0.5987 0.4118 -1.6227
11 H 0.4330 -1.2261 1.3772
12 H 1.8589 1.7206 -0.6191
13 H 2.7634 1.1383 0.7903
14 H 1.5707 2.4984 0.9736
15 H 0.0865 0.7527 2.5858
16 H -1.2861 0.5969 1.6217
17 H -0.2749 2.1033 1.8131
18 H 1.9510 -0.8976 0.9958
19 H -2.7348 -2.4620 -1.2002
20 H -1.3889 -3.2302 -1.9255
21 H -0.0465 -1.3858 -2.0326
22 H -1.8819 -0.3538 -0.3264

Atom charges from the Mulliken analysis, given in e for atoms 1 to 8: C -1.186; C 0.160; C 1.519; C -1.381; C -1.726; N -0.530; N -0.331; N -0.025


two | Computed, not measured: the ion C5H14N3 with charge +1, with wB97M-V/def2-TZVPD.

Computed properties:
**Total charge**: +1
**Structure (SMILES)**: C=CN(C)N(C)C[NH3+]
**Highest occupied orbital energy**: -13.0 eV

Geometry (Å):
1 C -2.4723 0.8075 -0.7158
2 C -1.7959 -0.2747 -0.4010
3 C 1.1470 -1.5218 -0.8814
4 C -0.4041 -1.0151 1.5551
5 C 1.6178 0.8094 -0.2175
6 N 0.8301 1.9424 0.2346
7 N 0.5807 -0.2546 -0.4909
8 N -0.5358 -0.1167 0.3755
9 H -3.3595 0.6992 -1.2193
10 H -2.2165 1.8450 -0.2911
11 H -2.2464 -1.3315 -0.6796
12 H 0.4296 -2.0570 -1.3066
13 H 1.8882 -1.3989 -1.5282
14 H 1.4897 -2.0101 -0.0712
15 H -1.2783 -0.7758 2.3257
16 H -0.4267 -2.1186 1.1690
17 H 0.4629 -0.6651 1.9460
18 H 2.2190 0.8434 -1.0899
19 H 2.2659 0.3594 0.4770
20 H 0.4212 2.3633 -0.5834
21 H 1.4568 2.5312 0.7523
22 H -0.0732 1.3390 0.6408

Atom charges from the Mulliken analysis, given in e for atoms 1 to 8: C -0.709; C 0.050; C -1.340; C -0.955; C -0.802; N -0.167; N -0.211; N -0.096


three | Computed, not measured: a cluster of 3 separate species, C5H14N3 in total, with wB97M-V/def2-TZVPD.

Computed properties:
**Total charge**: +1
**Highest occupied orbital energy**: -13.1 eV

Geometry (Å):
1 C 0.9749 1.0492 -1.5370
2 C 0.1805 2.3292 -1.2864
3 C 0.6950 3.3200 -0.3561
4 C -0.7779 -0.7912 0.4472
5 N 2.2698 0.7205 1.0362
6 C 1.0290 0.3725 1.2939
7 N 0.4137 -0.8363 1.4060
8 N -2.4431 -4.1149 -0.1804
9 H 0.8203 0.1811 -0.8299
10 H 2.0463 1.2792 -1.6723
11 H 0.6126 0.6706 -2.5961
12 H -0.9188 2.3775 -1.4739
13 H 1.7217 3.3580 0.0066
14 H 0.0300 4.1953 -0.1861
15 H -0.7753 -1.8938 -0.0262
16 H -1.6221 -0.5696 1.1353
17 H 2.9648 0.2009 1.4875
18 H 0.3123 1.1968 1.4360
19 H 0.6132 -1.3854 2.3313
20 H -3.0694 -4.1754 -0.9470
21 H -2.0202 -3.1399 -0.1000
22 H -3.0572 -4.3442 0.6116

Atom charges from the Mulliken analysis, given in e for atoms 1 to 8: C -0.740; C 0.158; C -0.687; C -0.264; N -0.401; C -0.249; N -0.215; N -0.653


four | Computed, not measured: the ion C5H14N3 with charge +1, with wB97M-V/def2-TZVPD.

Computed properties:
**Total charge**: +1
**Highest occupied orbital energy**: -12.4 eV

Geometry (Å):
1 C -0.8608 -0.2784 -0.6797
2 C 0.0234 -0.3803 0.5810
3 C 1.7041 0.9577 -0.5197
4 C -2.9396 0.5489 0.2621
5 C 2.0437 -1.3965 -0.4115
6 N -1.7501 0.8518 -0.5186
7 N 2.3185 1.8995 0.0943
8 N 1.4853 -0.2350 0.3088
9 H -0.2321 -0.0957 -1.5509
10 H -1.4011 -1.2262 -0.8285
11 H -0.2743 0.4355 1.2436
12 H -0.1183 -1.3297 1.0996
13 H -2.0314 1.2174 -1.4200
14 H -3.5421 1.4492 0.3422
15 H -3.5506 -0.2480 -0.1801
16 H -2.6479 0.2397 1.2655
17 H 1.8177 -2.3180 0.1279
18 H 1.6120 -1.4422 -1.4093
19 H 3.1234 -1.2845 -0.5031
20 H 2.6423 1.8812 1.0687
21 H 2.5019 2.7586 -0.4110
22 H 1.9551 -0.1722 1.2282

Atom charges from the Mulliken analysis, given in e for atoms 1 to 8: C -0.633; C -0.768; C -0.414; C -0.908; C -0.833; N -0.386; N -0.084; N 0.061


Which structure wins on stability? one wins.


one | Computed, not measured: a cluster of 2 separate species, C5H14N3 in total, with wB97M-V/def2-TZVPD.

Computed properties:
**Total charge**: +1
**Highest occupied orbital energy**: -11.9 eV

Geometry (Å):
1 C 2.1790 -1.0410 -1.2226
2 N -0.8882 -2.3384 0.3494
3 C 0.3587 -1.9393 0.1395
4 N 0.7724 -1.4466 -0.9906
5 H 2.4807 -1.3990 -2.2022
6 H 2.7553 -1.5618 -0.4704
7 H 2.2084 0.0428 -1.1821
8 H -1.5811 -2.1286 -0.3579
9 H -1.2255 -2.3429 1.2890
10 H 1.0675 -2.0259 0.9540
11 H 0.0609 -1.1917 -1.6592
12 C -1.5670 1.2438 1.4091
13 C -0.5115 1.7220 0.4683
14 C 0.7578 1.9156 0.8388
15 N -0.9974 1.9403 -0.8609
16 H -1.9438 0.2495 1.1514
17 H -2.4108 1.9301 1.4864
18 H -1.1845 1.1112 2.4243
19 H 1.5051 2.2518 0.1348
20 H 1.0380 1.7315 1.8591
21 H -1.8921 2.4066 -0.7774
22 H -0.3241 2.5448 -1.3240

Atom charges from the Mulliken analysis, given in e for atoms 1 to 8: C -0.664; N -0.358; C 0.174; N -0.149; H 0.320; H 0.302; H 0.235; H 0.250


two | Computed, not measured: the ion C5H14N3 with charge +1, with wB97M-V/def2-TZVPD.

Computed properties:
**Total charge**: +1
**Highest occupied orbital energy**: -13.6 eV

Geometry (Å):
1 C -2.0929 1.2221 0.3917
2 C -1.5548 -0.0946 -0.1121
3 C -0.4954 -0.8044 0.7469
4 C 0.8077 -0.1662 0.1363
5 C 2.2450 -0.5168 0.3588
6 N 3.1078 0.1580 -0.6794
7 N 0.6302 1.2310 -0.2333
8 N -2.7133 -0.9577 -0.5587
9 H -1.3888 1.4812 1.0382
10 H -3.1652 1.0190 0.7900
11 H -2.1262 1.9919 -0.4057
12 H -1.1639 -0.0739 -1.1306
13 H -0.6407 -0.7489 1.8721
14 H -0.4742 -1.9176 0.5055
15 H 2.7075 -0.3365 1.3294
16 H 2.5069 -1.5692 0.3005
17 H 2.8818 1.0796 -1.0586
18 H 4.0138 -0.2138 -0.7720
19 H 0.4748 -0.1008 -0.9378
20 H 1.1989 1.7653 0.3934
21 H -3.2219 -1.4570 0.2094
22 H -2.2327 -1.7796 -0.9641

Atom charges from the Mulliken analysis, given in e for atoms 1 to 8: C -1.197; C 0.262; C -0.533; C 0.259; C -0.405; N -0.451; N -0.350; N -0.780


three | Computed, not measured: a cluster of 2 separate species, C5H14N3 in total, with wB97M-V/def2-TZVPD.

Computed properties:
**Total charge**: +1
**Highest occupied orbital energy**: -12.9 eV

Geometry (Å):
1 C -2.8314 0.1190 -0.0213
2 C -1.3752 -0.1141 -0.3505
3 C -0.5980 -1.2043 0.5931
4 C 0.4016 -2.0110 -0.1845
5 N 3.1296 0.3484 -0.5662
6 C 2.1395 -0.3916 -0.0340
7 N 1.5251 -1.2598 -0.7326
8 N -0.5097 0.9227 -0.2968
9 H -3.4363 -0.7883 -0.0726
10 H -3.0039 0.5361 0.9777
11 H -3.3075 0.8565 -0.6860
12 H -1.3644 -0.5800 -1.3532
13 H -1.4150 -1.8554 0.8722
14 H -0.1551 -0.7211 1.4565
15 H 0.8041 -2.8091 0.4488
16 H -0.0969 -2.4247 -1.0596
17 H 3.3311 1.2802 -0.2229
18 H 3.3872 0.1486 -1.5274
19 H 1.9491 -0.1708 1.0160
20 H 1.3421 3.9534 1.0896
21 H -1.0139 1.7396 0.0921
22 H 1.0979 4.4258 0.5615

Atom charges from the Mulliken analysis, given in e for atoms 1 to 8: C -1.591; C 0.541; C -0.653; C -0.669; N -0.392; C 0.152; N -0.546; N -0.207


Which structure wins on stability? one wins.